No. 1
Below is an isolated molecule of C8H9NO4, with properties calculated with ωB97M-V/def2-TZVPD.

```
22
C8H9NO4 (ωB97M-V/def2-TZVPD)
O -1.71 -2.42 -1.23
O 1.48 2.24 0.37
O 1.64 -2.51 0.22
O -0.21 0.82 -0.48
N -1.57 -0.52 0.90
C -0.92 -1.24 -1.35
C 1.67 -1.32 0.04
C -2.48 0.46 1.49
C 1.90 -0.06 0.24
C 2.57 2.03 -0.45
C 0.85 1.00 0.52
C -0.96 -0.30 -0.36
C 2.93 0.78 -0.54
H -3.45 0.06 1.22
H -2.19 -2.55 -2.04
H -2.43 1.45 0.88
H 3.75 0.46 -1.12
H -2.35 0.42 2.51
H 3.13 2.80 -0.97
H 0.49 0.95 1.47
H -0.47 -1.05 -2.33
H -1.67 -1.49 1.02
```

Properties
* energy relative to the best compared isomer or geometry (same formula, charge and spin): 62.4 kcal/mol
* SMILES: CN/C(=C\O)O[C@@H]1OC=CC1=C=O
* Kohn-Sham gap: 8.71 eV


No. 2
Below is a structure of composition C10H14Cl24N2O4, with properties calculated with ωB97M-V/def2-TZVPD.

```
54
C10H14Cl24N2O4 (ωB97M-V/def2-TZVPD)
Cl -14.34 -17.12 2.38
Cl -12.39 -8.04 4.33
Cl -9.78 -12.93 8.62
Cl -17.24 -14.17 2.77
Cl -10.02 -11.73 3.08
Cl -16.12 -17.21 8.14
Cl -14.25 -9.17 6.23
Cl -13.46 -17.84 5.04
Cl -14.49 -18.77 9.89
Cl -15.85 -12.42 4.67
Cl -10.29 -17.81 9.62
Cl -8.67 -13.30 4.89
Cl -7.47 -12.84 2.24
Cl -13.23 -16.73 8.24
Cl -15.54 -10.88 9.38
Cl -10.39 -18.21 6.65
Cl -8.55 -16.35 7.77
Cl -15.32 -13.70 8.45
Cl -15.94 -15.34 5.08
Cl -11.54 -9.04 6.98
Cl -10.61 -14.58 10.84
Cl -8.03 -13.24 10.97
Cl -15.83 -19.00 3.92
Cl -12.95 -11.98 8.85
O -10.55 -16.43 3.28
O -12.54 -14.48 4.17
O -11.04 -18.51 2.90
O -12.61 -12.94 5.62
N -12.30 -14.05 5.28
N -10.68 -17.41 2.56
C -9.39 -17.87 8.08
C -11.47 -14.90 6.20
C -10.27 -17.21 1.16
C -15.87 -13.98 3.90
C -12.63 -9.24 5.66
C -14.65 -17.14 9.17
C -14.62 -12.08 8.41
C -9.75 -13.17 10.42
C -14.20 -18.44 3.53
C -8.43 -12.20 3.54
H -11.77 -14.55 7.19
H -13.58 -19.27 3.19
H -10.17 -12.32 10.96
H -11.86 -15.90 6.00
H -10.96 -16.45 0.81
H -8.01 -11.26 3.91
H -14.97 -14.11 3.31
H -8.66 -18.67 8.16
H -10.40 -14.75 6.03
H -12.44 -10.23 5.26
H -9.25 -16.82 1.14
H -14.84 -16.47 10.00
H -14.68 -11.81 7.35
H -10.42 -18.12 0.58
```

Properties
* Kohn-Sham gap: 10.84 eV


No. 3
Below is a cluster of 3 separate species, C25H61BBrN5O8PS in total, with properties calculated with ωB97M-V/def2-TZVPD.

```
103
C25H61BBrN5O8PS (ωB97M-V/def2-TZVPD)
Br 4.78 1.32 0.82
S -1.44 -2.07 4.00
P 2.74 2.04 1.59
O 1.18 2.42 -7.23
O -9.82 -2.15 5.11
O -5.47 -1.71 3.83
O 2.28 0.71 2.45
O 0.40 1.94 0.68
O 3.49 4.49 -0.28
O 0.27 0.36 -1.06
O 3.95 0.37 -4.37
N 5.68 -2.13 2.79
N 1.01 4.85 1.32
N 4.21 1.75 -6.91
N -1.38 2.20 -1.07
N -7.06 -3.59 5.41
C -1.55 0.29 0.80
C 1.13 5.10 -0.11
C 3.61 -1.28 -1.05
C -6.55 -3.85 4.08
C 4.54 -2.89 0.71
C 4.61 2.30 -5.63
C 4.67 -3.04 2.23
C 4.07 -0.97 -4.79
C 2.25 3.33 -7.35
C 3.56 2.70 -7.81
C -9.07 -1.22 4.35
C -4.84 -1.00 4.88
C 1.56 0.31 -0.46
C 3.37 -1.99 0.28
C 1.89 2.77 -1.05
C -8.41 -4.10 5.67
C -5.25 -3.11 3.85
C 1.67 1.76 0.10
C -9.55 -3.52 4.84
C 5.05 1.21 -4.68
C -0.87 -0.90 1.47
C 2.18 4.25 -0.82
C -1.82 -1.83 2.24
C 2.56 -0.23 -1.48
C 1.04 1.80 -5.96
B -0.59 1.19 -0.18
H 3.23 -1.51 -4.35
H -2.83 -1.41 2.27
H -8.40 -5.18 5.51
H 3.70 -2.83 2.69
H -4.95 0.06 4.65
H 4.90 -4.08 2.49
H 2.47 -2.61 0.19
H 5.41 1.66 -3.76
H 0.94 2.73 -1.59
H -1.90 -2.81 1.77
H -9.39 -3.66 3.77
H -5.29 -1.21 5.85
H -0.22 -2.59 3.86
H -4.84 -3.41 2.88
H 5.44 3.00 -5.78
H -3.78 -1.25 4.93
H 3.17 -1.25 1.06
H 3.06 0.58 -1.99
H 1.34 2.48 -5.15
H 1.37 6.15 -0.33
H -7.24 -3.54 3.28
H 4.41 -3.88 0.26
H -7.04 -2.60 5.59
H 0.17 5.28 1.69
H 1.79 5.24 1.83
H 5.87 0.62 -5.12
H -10.46 -4.06 5.11
H 1.50 -0.35 0.41
H -0.01 1.55 -5.83
H -1.94 0.95 1.59
H 5.31 -1.56 3.54
H -0.36 -1.49 0.70
H 5.48 -2.48 0.34
H 4.02 -1.07 -5.89
H 2.56 0.82 3.37
H -6.38 -4.92 3.96
H -2.02 2.75 -0.51
H 3.37 2.19 -8.76
H -2.43 -0.06 0.24
H -8.64 -3.92 6.72
H -8.12 -0.96 4.82
H 0.17 4.87 -0.58
H -0.10 -0.53 2.14
H -4.51 -3.37 4.62
H 1.95 4.06 -8.12
H 1.63 0.89 -5.87
H -1.97 1.68 -1.72
H 3.57 0.97 -6.75
H 3.80 2.85 -5.13
H 3.65 -2.04 -1.83
H 1.91 -0.70 -2.23
H 2.22 4.67 -1.83
H -9.67 -0.32 4.25
H 2.66 2.40 -1.72
H -8.85 -1.61 3.35
H 2.37 3.89 -6.41
H 4.27 3.51 -8.02
H 5.00 -1.42 -4.44
H 4.61 -0.83 -1.03
H 3.44 4.50 0.69
H 6.46 -2.64 3.17
```

Properties
* charge: -1
* Kohn-Sham gap: 7.06 eV